[1]
The following is a quantum chemistry calculation of a molecular structure, C16H17B2Br3CaClCsF14Mg2NO10PS in a non-equilibrium geometry, from the OMol25 dataset.

Geometry as XYZ:
```
70
Properties=species:S:1:pos:R:3:lowdin_charge:R:1
C 4.006 -0.913 -0.815 -0.162
C 3.007 -0.936 -2.024 -0.537
Br 4.088 -1.335 -3.653 0.882
C 2.380 0.470 -2.059 -0.142
C 0.875 0.434 -2.317 -0.411
C 0.592 -0.337 -3.618 -0.066
C -0.266 -1.587 -3.392 -0.158
O 0.257 -2.410 -2.370 -0.111
C -0.706 -3.001 -1.530 -0.090
C -0.789 -4.503 -1.712 -0.605
F -1.780 -4.954 -0.907 0.126
F 0.316 -5.143 -1.341 0.168
F -1.138 -4.837 -2.958 0.155
O 0.136 0.031 -1.191 0.075
C -1.146 0.508 -1.302 -0.547
O -2.100 0.002 -0.855 0.041
O -1.032 1.694 -2.035 0.022
C 0.318 1.904 -2.363 -0.763
Br 0.657 2.913 -3.946 1.070
S 0.876 3.091 -1.023 0.702
O 2.267 3.402 -1.036 -0.227
O 0.104 4.294 -1.144 -0.289
C 0.457 2.447 0.687 -0.642
F 1.056 1.348 1.051 0.196
F -0.906 2.362 0.835 -0.044
F 0.874 3.380 1.551 0.029
H 3.516 -0.681 0.122 0.104
H 4.686 -0.045 -1.038 0.086
H 4.644 -1.822 -0.761 0.015
H 2.310 -1.760 -1.879 0.107
H 2.896 1.136 -2.761 0.113
H 2.534 0.885 -1.062 0.099
H 0.061 0.270 -4.350 0.109
H 1.504 -0.646 -4.122 0.095
H -0.242 -2.154 -4.329 0.143
H -1.308 -1.285 -3.258 0.135
H -0.398 -2.826 -0.497 0.135
H -1.715 -2.596 -1.614 0.139
O 4.162 -4.344 -2.990 -0.363
P 4.642 -4.605 -4.399 -0.133
O 3.550 -3.936 -5.432 -0.771
O 4.810 -6.082 -4.669 -0.288
O 5.958 -3.853 -4.600 -0.368
Mg -1.979 4.009 1.830 0.837
Ca 6.169 -1.713 -2.185 1.434
N -5.834 0.594 5.803 0.118
C -5.267 0.223 4.662 -0.380
C -4.237 0.925 4.046 -0.507
C -3.781 2.079 4.653 -0.153
C -4.363 2.489 5.843 -0.029
C -5.382 1.716 6.378 -0.077
H -5.660 -0.695 4.222 0.102
H -3.803 0.573 3.113 -0.042
H -2.979 2.658 4.201 0.002
H -4.034 3.391 6.342 0.115
H -5.867 1.994 7.309 0.110
B -5.273 0.973 9.793 -1.267
F -5.964 2.190 9.580 0.066
F -3.968 1.105 9.262 0.059
F -5.203 0.688 11.157 0.101
F -5.934 -0.065 9.110 0.080
Mg -0.169 4.200 4.593 0.730
B 4.484 3.200 -4.544 -1.282
F 4.051 1.850 -4.359 0.013
F 5.726 3.203 -5.180 0.104
F 3.529 3.858 -5.325 0.080
F 4.592 3.802 -3.279 0.083
Br 2.354 -5.271 -6.021 0.736
Cs -2.974 -1.050 4.588 1.242
Cl -2.248 -0.909 1.511 -0.306
```

LUMO: -6.314 eV
E_HOMO: -7.41 eV

[2]
The following is a quantum chemistry calculation of C16H17BrN2O5S in the gas phase in a non-equilibrium geometry, from the OMol25 dataset.

Geometry as XYZ:
```
42
Properties=species:S:1:pos:R:3:nbo_charge:R:1
O 2.416 2.166 2.638 -0.600
C 1.956 1.625 1.657 0.647
N 2.402 1.844 0.400 -0.595
H 1.911 1.445 -0.384 0.401
C 3.398 2.864 0.122 -0.277
C 2.766 4.118 -0.387 0.250
C 2.016 5.066 0.244 -0.296
C 1.650 6.005 -0.750 -0.311
C 2.201 5.556 -1.909 0.083
O 2.874 4.411 -1.703 -0.400
H 2.192 5.946 -2.908 0.203
H 1.062 6.889 -0.615 0.229
H 1.764 5.089 1.285 0.237
H 4.107 2.484 -0.617 0.222
H 3.909 3.059 1.069 0.257
C 0.855 0.608 1.749 -0.095
C 0.928 -0.586 1.036 -0.191
C -0.049 -1.547 1.192 -0.338
C -1.114 -1.359 2.054 -0.150
C -1.207 -0.175 2.763 -0.238
C -0.225 0.797 2.610 -0.050
Br -0.420 2.413 3.563 0.110
H -2.030 0.003 3.438 0.238
H -1.850 -2.138 2.159 0.242
S 0.070 -3.078 0.268 2.320
O 0.136 -4.178 1.179 -0.927
O 1.106 -2.930 -0.715 -0.941
N -1.453 -3.104 -0.448 -0.675
C -1.571 -2.163 -1.542 -0.265
H -1.255 -1.182 -1.181 0.216
C -3.035 -2.128 -1.989 -0.073
H -3.154 -1.497 -2.871 0.203
O -3.489 -3.407 -2.355 -0.517
C -3.359 -4.321 -1.291 -0.073
H -3.718 -5.280 -1.667 0.204
C -1.902 -4.429 -0.839 -0.266
H -1.797 -5.081 0.027 0.240
H -1.289 -4.819 -1.664 0.191
H -3.980 -3.999 -0.443 0.167
H -3.650 -1.733 -1.166 0.166
H -0.926 -2.461 -2.380 0.202
H 1.752 -0.795 0.372 0.253
```

LUMO: 0.072 eV
SMILES: O=C(NCc1ccco1)c1cc(S(=O)(=O)N2CCOCC2)ccc1Br
E_HOMO: -8.79 eV

[3]
The following is a quantum chemistry calculation of a molecular structure, C16H17Cl2F5HfO2S in a non-equilibrium geometry, from the OMol25 dataset.

Geometry as XYZ:
```
44
Properties=species:S:1:pos:R:3:nbo_charge:R:1
C 1.651 2.097 -1.397 -0.132
C 0.520 2.155 -2.253 -0.146
C 0.383 0.891 -2.886 -0.163
C -0.348 3.324 -2.484 -0.615
C 1.446 0.060 -2.442 -0.082
C 2.208 0.793 -1.492 -0.136
C 3.391 0.306 -0.750 -0.622
C 2.166 3.224 -0.592 -0.620
C -0.671 0.522 -3.848 -0.617
C 1.705 -1.308 -2.935 -0.636
Hf -2.541 0.288 0.185 1.905
Cl -3.748 1.081 -1.486 -0.444
Cl -1.282 2.088 1.022 -0.442
O -1.204 -0.924 -0.463 -1.055
H -0.083 4.142 -1.805 0.197
H -1.407 3.069 -2.329 0.181
H -0.246 3.696 -3.516 0.172
H -1.665 0.772 -3.454 0.182
H -0.642 -0.555 -4.053 0.194
H -0.545 1.055 -4.804 0.170
H 0.808 -1.933 -2.841 0.184
H 2.523 -1.778 -2.376 0.195
H 1.985 -1.293 -4.001 0.172
H 3.410 -0.789 -0.731 0.193
H 3.373 0.665 0.288 0.209
H 4.333 0.652 -1.204 0.165
H 1.371 3.647 0.038 0.190
H 2.536 4.034 -1.239 0.170
H 2.991 2.897 0.052 0.201
H -0.345 -1.153 -0.095 0.531
O 0.833 -0.884 3.684 -1.359
H 0.316 -0.418 3.006 0.384
F -0.595 -4.457 5.450 -0.303
C -1.195 -3.508 4.699 0.290
C -1.594 -3.768 3.396 0.304
F -1.364 -4.986 2.862 -0.316
C -2.249 -2.812 2.639 0.314
F -2.547 -3.090 1.337 -0.311
C -2.593 -1.551 3.169 -0.259
S -3.684 -0.504 2.256 -0.329
C -2.229 -1.330 4.513 0.367
F -2.600 -0.184 5.143 -0.308
C -1.495 -2.252 5.244 0.322
F -1.079 -1.978 6.491 -0.296
```

total charge: -2
LUMO: 4.225 eV
E_HOMO: -0.09 eV

[4]
The following is a quantum chemistry calculation of a molecular structure, C16H17Cl2IrN4S4, from the OMol25 dataset.

Geometry as XYZ:
```
44
Properties=species:S:1:pos:R:3:lowdin_spin:R:1
Ir -0.181 -0.193 -0.671 2.324
C 0.098 0.405 2.434 0.013
C -1.203 1.161 2.203 0.007
N -1.474 1.427 0.780 0.125
C -2.907 1.418 0.450 0.016
C -3.554 0.048 0.641 0.013
S -2.531 -1.374 0.174 0.152
C -1.932 -1.983 1.781 0.009
C -0.416 -2.005 1.935 0.006
N 0.269 -0.757 1.544 0.084
H 0.150 0.101 3.485 0.002
H 0.944 1.069 2.246 0.005
H -1.168 2.092 2.774 0.002
H -2.042 0.600 2.605 0.000
H -1.101 2.334 0.521 0.001
H -2.999 1.732 -0.588 0.006
H -3.453 2.144 1.063 0.004
H -4.450 -0.005 0.023 0.001
H -3.890 -0.116 1.665 0.003
H -2.291 -3.005 1.896 0.002
H -2.413 -1.403 2.566 0.000
H -0.003 -2.791 1.302 0.000
H -0.181 -2.263 2.973 0.002
H 1.260 -0.970 1.504 0.002
Cl 2.434 -1.377 -0.956 0.102
C 3.545 -0.072 -0.660 0.070
C 4.880 -0.386 -0.546 -0.007
C 5.789 0.646 -0.347 0.086
C 5.364 1.964 -0.264 -0.010
C 4.021 2.264 -0.377 0.072
Cl 3.540 3.911 -0.267 0.022
C 3.050 1.251 -0.574 0.074
S 1.390 1.644 -0.686 0.587
H 5.205 -1.414 -0.620 -0.001
H 6.843 0.421 -0.259 0.005
H 6.075 2.764 -0.114 -0.001
S -0.384 -2.168 -2.134 0.450
C -1.545 -1.673 -3.248 0.125
C -2.154 -2.696 -4.052 0.010
N -2.647 -3.523 -4.681 0.034
C -1.944 -0.346 -3.416 0.118
S -1.275 0.934 -2.548 0.445
C -2.952 -0.042 -4.394 0.009
N -3.763 0.230 -5.161 0.031
```

relative energy (zero: lowest compared OMol25 entry of this formula, charge and spin): 0.0 kcal per mole
spin multiplicity: 6
expectation value of S²: 8.797
total charge: +1
LUMO (alpha / beta): -3.113 / -6.242 eV
E_HOMO (alpha / beta): -10.17 / -12.02 eV

[5]
The following is a quantum chemistry calculation of a molecular structure, C16H17Cl2N7O5Rh in a non-equilibrium geometry, from the OMol25 dataset.

Geometry as XYZ:
```
48
Properties=species:S:1:pos:R:3:nbo_charge:R:1
Rh 0.000 -0.776 -1.076 1.164
O 4.352 0.475 0.155 -0.663
C 4.095 0.791 1.425 0.363
C 5.129 1.315 2.207 -0.280
C 4.897 1.686 3.512 -0.140
C 3.630 1.546 4.076 -0.258
C 2.604 1.013 3.334 -0.142
C 2.815 0.624 2.004 -0.206
C 1.734 0.042 1.219 0.579
O 1.898 -0.315 0.009 -0.758
N 0.569 -0.120 1.836 -0.391
N -0.466 -0.478 1.127 -0.174
C -1.528 -0.920 1.760 0.122
C -2.781 -1.205 1.193 -0.248
C -3.811 -1.689 2.027 -0.131
C -5.043 -2.015 1.531 -0.252
C -5.304 -1.878 0.151 -0.162
C -4.347 -1.405 -0.693 -0.237
C -3.049 -1.030 -0.225 0.393
O -2.207 -0.552 -1.030 -0.673
H 3.540 0.079 -0.238 0.509
H 6.105 1.415 1.764 0.233
H 5.701 2.084 4.110 0.225
H 3.452 1.846 5.095 0.224
H 1.622 0.878 3.760 0.233
H -1.430 -1.058 2.838 0.233
H -3.597 -1.797 3.080 0.215
H -5.818 -2.383 2.184 0.228
H -6.271 -2.161 -0.238 0.226
H -4.528 -1.296 -1.751 0.218
N 0.079 2.075 -0.563 -0.641
N -0.341 2.749 -1.709 -0.407
C -0.699 2.068 -2.810 0.647
N -1.228 2.710 -3.844 -0.757
N -0.492 0.757 -2.785 -0.487
N -0.922 -0.082 -3.723 0.648
O -0.816 -1.259 -3.430 -0.404
O -1.351 0.314 -4.786 -0.398
H -0.552 2.243 0.217 0.389
H 1.028 2.333 -0.307 0.388
H -0.429 3.761 -1.701 0.399
H -1.443 3.690 -3.826 0.417
H -1.469 2.150 -4.660 0.456
Cl 0.374 -3.352 -0.877 0.120
C 1.374 -3.389 -2.343 -0.392
Cl 1.940 -1.746 -2.627 0.059
H 0.748 -3.701 -3.180 0.256
H 2.235 -4.039 -2.191 0.258
```

relative energy (zero: lowest compared OMol25 entry of this formula, charge and spin): 102.9 kcal per mole
total charge: +1
LUMO (alpha / beta): -5.679 / -5.602 eV
E_HOMO (alpha / beta): -10.22 / -10.22 eV

[6]
The following is a quantum chemistry calculation of C16H17Cl2NO in the gas phase, from the OMol25 dataset.

Geometry as XYZ:
```
37
Properties=species:S:1:pos:R:3:nbo_charge:R:1
C 3.498 -0.474 2.562 -0.254
H 3.875 0.510 2.861 0.175
O 2.102 -0.560 2.706 -0.512
C 1.320 0.244 1.933 0.367
C -0.058 0.066 2.069 -0.271
C -0.932 0.803 1.304 -0.195
C -0.469 1.732 0.375 -0.069
C 0.899 1.926 0.272 -0.193
C 1.792 1.199 1.042 -0.320
H 2.849 1.379 0.925 0.221
H 1.285 2.657 -0.424 0.210
C -1.450 2.481 -0.495 -0.240
N -2.330 1.636 -1.290 -0.619
H -2.678 0.882 -0.708 0.354
C -1.797 1.120 -2.529 -0.211
C -0.517 0.260 -2.468 -0.460
C -0.550 -0.887 -1.500 -0.054
C -1.734 -1.494 -1.094 -0.149
C -1.752 -2.510 -0.155 -0.249
C -0.560 -2.948 0.393 -0.037
C 0.645 -2.405 -0.020 -0.246
C 0.633 -1.392 -0.962 -0.009
Cl 2.157 -0.771 -1.482 0.011
H 1.576 -2.762 0.389 0.241
Cl -0.562 -4.190 1.590 0.014
H -2.685 -2.956 0.150 0.229
H -2.669 -1.176 -1.527 0.206
H 0.327 0.901 -2.206 0.228
H -0.326 -0.127 -3.474 0.228
H -2.600 0.552 -3.008 0.193
H -1.581 1.981 -3.170 0.198
H -2.099 3.090 0.147 0.204
H -0.922 3.155 -1.173 0.196
H -1.996 0.655 1.429 0.207
H -0.414 -0.663 2.779 0.227
H 3.911 -1.232 3.226 0.200
H 3.810 -0.683 1.533 0.178
```

relative energy (zero: lowest compared OMol25 entry of this formula, charge and spin): 0.8 kcal per mole
LUMO: 0.708 eV
SMILES: COc1ccc(CNCCc2ccc(Cl)cc2Cl)cc1
E_HOMO: -8.26 eV